Here is a cluster of 9 separate species, C27H54O21 in total in a non-equilibrium geometry from the OMol25 dataset. Energies are from ωB97M-V with the def2-TZVPD basis set.

XYZ file:
```
102
Properties=species:S:1:pos:R:3:forces:R:3:lowdin_charge:R:1
C 0.9102 -3.3532 4.9701 -0.522 2.386 0.294 -0.063
O 0.5424 -4.6460 5.3494 0.451 -1.506 0.313 0.017
C -0.7306 -5.0088 5.1976 -2.641 2.662 -3.707 -0.567
O -1.5896 -4.3667 4.5187 2.560 -1.710 2.470 0.044
O -0.9236 -6.1914 5.6975 0.161 -1.534 1.746 0.025
C -2.2218 -6.8078 5.6672 -0.697 0.254 -2.223 -0.022
H 0.9063 -2.7551 5.8813 -0.827 0.347 0.042 0.097
H 0.2293 -2.9816 4.2043 -0.047 0.144 0.289 0.093
H 1.9190 -3.0780 4.6626 0.402 -1.769 -0.479 0.094
H -2.9519 -6.5125 6.4208 0.657 0.221 0.301 0.101
H -2.1766 -7.8902 5.5463 0.843 0.040 0.857 0.094
H -2.6387 -6.5579 4.6916 -0.344 0.480 0.085 0.087
C -0.9256 3.4409 -14.2587 0.033 -1.256 0.063 -0.016
O -0.5640 3.0810 -12.8946 0.366 0.684 -0.617 -0.006
C -1.2252 2.0861 -12.3286 -0.313 -0.342 0.748 -0.561
O -2.1158 1.4559 -12.8631 0.991 0.310 1.274 0.117
O -0.7016 1.9805 -11.0359 0.159 0.206 -1.775 -0.034
C -1.3214 1.0522 -10.1632 -0.366 -0.172 0.111 -0.065
H -1.9147 3.8970 -14.2996 0.312 0.407 0.169 0.098
H -0.9999 2.5423 -14.8711 -0.027 -0.201 0.173 0.089
H -0.0946 4.0020 -14.6863 -0.328 0.404 0.483 0.094
H -1.0506 0.0206 -10.3880 -0.812 -0.098 -0.866 0.096
H -2.3617 1.3773 -10.1751 -0.260 -1.139 0.304 0.101
H -0.9321 1.0709 -9.1452 0.248 1.194 -0.065 0.086
C -2.2401 -4.5381 -1.1010 -1.412 2.620 2.315 -0.086
O -1.0362 -4.8023 -1.6969 2.158 -0.579 -1.026 0.025
C -1.0199 -5.6289 -2.7184 0.102 -1.957 -1.487 -0.572
O -1.9415 -6.3566 -3.0032 0.498 0.255 -0.304 0.124
O 0.1771 -5.5603 -3.3822 0.121 0.365 1.709 -0.014
C 0.5558 -6.4163 -4.4596 -0.960 0.084 -1.177 -0.049
H -3.1397 -4.4632 -1.7119 0.446 -0.297 -0.316 0.108
H -1.9881 -3.5713 -0.6652 -0.658 0.817 -0.480 0.096
H -2.4807 -4.9529 -0.1222 0.287 -1.706 -0.421 0.098
H 1.4645 -6.0391 -4.9288 -0.210 0.669 0.294 0.087
H -0.2644 -6.3689 -5.1759 0.163 -0.221 -0.252 0.093
H 0.8079 -7.4666 -4.3132 -0.517 -0.036 1.144 0.092
C -6.0392 1.1135 -3.0800 -0.576 -0.407 -1.370 -0.066
O -5.8716 2.1537 -2.1700 -0.172 1.594 1.903 0.004
C -5.6952 2.0117 -0.8441 0.671 3.334 1.617 -0.575
O -5.5295 2.9658 -0.0420 -0.569 -2.769 -2.937 0.076
O -5.6796 0.7580 -0.5068 0.488 -2.205 1.406 -0.010
C -5.1807 0.4409 0.8347 -0.156 0.472 0.180 0.003
H -5.1758 1.1857 -3.7413 0.058 -0.714 0.042 0.098
H -6.9055 1.3620 -3.6930 -0.053 0.270 -0.050 0.092
H -6.2874 0.1204 -2.7057 0.700 0.139 0.424 0.098
H -4.1500 0.7761 0.9507 -0.063 0.083 -0.276 0.095
H -5.2188 -0.6316 1.0256 -0.202 0.065 -0.665 0.092
H -5.7721 0.9352 1.6053 -0.106 0.127 -0.275 0.095
C -5.8709 4.6884 9.5672 1.324 -0.527 -0.251 -0.019
O -5.6080 3.6263 8.6087 -1.616 0.937 0.273 -0.025
C -4.5333 2.8303 8.6600 -2.501 1.093 -0.036 -0.655
O -3.7585 2.8212 9.5472 1.981 -0.502 0.968 0.161
O -4.6814 2.0970 7.5807 0.641 -0.850 -1.489 0.008
C -3.7406 1.0734 7.2646 0.421 -0.322 0.575 -0.027
H -6.8279 5.1485 9.3211 0.312 -0.123 -0.373 0.091
H -5.0126 5.3524 9.4642 -0.365 0.493 0.165 0.093
H -5.9125 4.3812 10.6122 0.085 -0.534 -0.131 0.089
H -3.7116 0.8535 6.1974 -0.483 0.445 0.024 0.091
H -4.0616 0.1709 7.7848 0.284 -0.065 0.044 0.098
H -2.7305 1.3615 7.5559 -0.078 -0.048 0.233 0.096
C 0.3192 2.1452 1.6667 2.075 1.374 0.426 -0.039
O 0.1411 2.8840 0.4414 -0.907 -1.401 -0.517 0.001
C -0.0118 2.0664 -0.6258 0.172 -0.785 -0.110 -0.580
O 0.0326 0.8432 -0.6462 -0.094 1.687 0.368 0.099
O -0.1852 2.8243 -1.7090 0.019 0.367 2.095 -0.010
C -0.2498 2.1457 -2.9260 -0.017 0.267 -0.540 -0.058
H 0.7777 2.8960 2.3103 -0.526 0.224 0.311 0.090
H 1.1951 1.5137 1.5180 -0.698 -0.910 0.036 0.096
H -0.5549 1.7368 2.1739 -0.020 -0.202 -0.728 0.100
H -1.0374 1.3923 -2.9349 -0.003 0.086 -0.072 0.098
H 0.7180 1.6766 -3.1036 -0.104 -0.006 -0.433 0.100
H -0.4672 3.0106 -3.5528 0.097 -0.702 -0.830 0.103
C 6.4281 0.9377 0.0246 0.120 -0.341 -0.332 -0.036
C 7.1242 1.0671 1.3558 -1.841 -0.915 2.396 -0.467
O 6.4804 1.1224 2.4265 1.693 0.132 -2.645 0.028
C 8.6257 0.9513 1.3155 -0.481 0.929 -0.182 -0.025
H 6.9591 0.2756 -0.6593 0.394 -0.059 0.176 0.072
H 6.4774 1.9078 -0.4699 -0.517 0.146 -0.023 0.091
H 5.4390 0.4846 0.0924 -0.180 0.723 0.264 0.084
H 8.9156 0.2365 2.0856 0.323 -0.028 -0.368 0.094
H 9.0539 1.9301 1.5316 0.074 0.027 0.373 0.087
H 8.9059 0.7630 0.2791 0.404 -0.610 0.339 0.072
C 5.1665 -3.1644 -5.4683 -0.548 -1.530 -0.912 -0.025
C 4.2595 -2.6013 -6.5490 0.306 1.544 0.366 -0.497
O 3.8861 -3.2086 -7.5174 0.101 -0.429 0.060 0.076
C 3.8303 -1.1530 -6.3402 -0.713 0.317 -0.116 -0.034
H 6.2324 -2.9776 -5.5986 -0.155 0.920 0.252 0.086
H 5.1512 -4.2367 -5.6638 -0.255 -0.260 0.365 0.076
H 4.7279 -2.9637 -4.4908 0.528 0.192 0.067 0.084
H 3.2818 -0.7814 -7.2058 0.427 -0.054 -0.277 0.077
H 4.6277 -0.4684 -6.0510 0.260 -0.200 -0.214 0.079
H 3.0887 -1.0297 -5.5510 0.034 -0.507 0.421 0.077
C 4.2389 4.2709 7.5201 0.300 0.196 1.249 -0.025
C 3.6149 3.4404 8.6307 -1.232 -2.208 -2.106 -0.471
O 3.0386 2.3721 8.3652 1.178 2.063 1.069 0.038
C 3.6321 4.0601 9.9892 -0.524 0.532 1.033 -0.037
H 4.0430 4.0096 6.4802 -0.302 -0.161 0.391 0.086
H 5.3123 4.2357 7.7067 0.244 0.066 -0.163 0.085
H 3.9396 5.2775 7.8120 0.069 0.305 -0.746 0.072
H 4.5484 4.0045 10.5769 0.226 -0.616 -0.299 0.089
H 2.8056 3.6749 10.5863 0.180 -0.288 -0.007 0.087
H 3.4810 5.1391 9.9577 -0.146 0.098 -0.430 0.076
```
Forces are in eV/Å.

* SMILES string: COC(=O)OC.COC(=O)OC.COC(=O)OC.COC(=O)OC.COC(=O)OC.COC(=O)OC.CC(C)=O.CC(C)=O.CC(C)=O
* molar mass: 714.71 g/mol
* frontier orbital gap: 0.3568 Eh
* strongest force on any atom: 5.3 eV/Å
* net charge: 0
* multiplicity: 1
* energy: -71867.18693 eV
* LUMO level: 0.10 eV
* HOMO level: -0.353 Eh